Entry 1:
Below is 2 unconnected molecules or ions with the total composition C5H14, with properties calculated with ωB97M-V/def2-TZVPD.

Geometry as XYZ:
```
19
Properties=species:S:1:pos:R:3:forces:R:3
C 1.431 -1.967 -0.378 -0.30 -1.40 1.73
C 1.948 -0.562 -0.726 -2.30 0.55 -0.91
C 1.947 0.183 0.611 -1.79 2.11 1.70
H 2.284 -2.401 0.257 -1.22 -0.06 -1.08
H 0.549 -1.961 0.388 1.40 0.45 -1.41
H 1.041 -2.685 -1.145 1.01 0.78 0.22
H 2.902 -0.546 -1.210 0.71 -0.39 -0.15
H 1.252 -0.025 -1.523 1.14 -0.98 1.83
H 1.169 -0.374 1.295 1.48 1.53 -1.09
H 2.845 0.392 1.272 -0.48 -0.93 -1.29
H 1.566 1.260 0.426 0.33 -1.65 0.47
C -2.357 1.545 -0.442 3.04 1.25 1.41
C -2.716 0.712 0.784 -0.99 -0.33 0.45
H -1.655 2.433 -0.192 -1.29 -1.12 -0.14
H -1.683 0.946 -1.072 -0.90 0.15 -0.55
H -3.273 1.953 -0.839 0.03 -0.14 -0.74
H -1.915 0.260 1.433 -0.35 0.25 -1.29
H -3.369 -0.100 0.277 0.68 1.01 1.83
H -3.228 1.389 1.535 -0.18 -1.08 -0.97
```
Forces are in eV/Å.

Its SMILES is CCC.CC. The molar mass comes out at 74.17 u. For the largest force on an atom, the calculation gives 3.6 eV/A. As for the LUMO energy: 1.06 eV. Its total charge is 0. The highest occupied orbital energy is -10.9 eV. The gap between HOMO and LUMO comes out at 11.93 eV.

---

Entry 2:
Below is 2 unconnected molecules or ions with the total composition C5H14, with properties calculated with ωB97M-V/def2-TZVPD.

Geometry as XYZ:
```
19
Properties=species:S:1:pos:R:3:forces:R:3
C 2.236 -0.230 0.159 -0.60 0.71 0.10
C 1.145 0.040 -0.885 0.84 0.38 -1.55
C 1.086 -0.875 -2.151 0.49 0.70 0.64
H 2.525 -1.278 0.173 0.03 0.00 0.37
H 3.104 0.412 0.025 0.31 -0.28 -0.50
H 1.864 0.149 1.117 -0.01 -0.69 0.18
H 1.378 0.993 -1.369 -0.27 0.38 0.63
H 0.161 0.142 -0.447 -0.08 -0.18 0.16
H 1.698 -1.767 -2.094 -0.29 -0.42 0.24
H 1.446 -0.342 -3.021 0.32 0.24 -0.17
H 0.057 -1.044 -2.375 -0.72 -0.81 -0.14
C -2.317 1.132 1.059 -0.31 0.52 0.60
C -1.883 -0.207 1.639 0.40 -0.18 -0.45
H -3.091 1.112 0.292 0.39 -0.38 -0.38
H -2.798 1.725 1.834 0.01 0.10 0.27
H -1.455 1.724 0.747 -0.11 -0.07 -0.27
H -2.619 -1.003 1.521 -0.24 0.20 0.51
H -1.517 -0.084 2.659 -0.46 -0.19 0.15
H -1.020 -0.599 1.119 0.30 -0.04 -0.37
```
Forces are in eV/Å.

Its SMILES is CCC.CC. The molar mass comes out at 74.17 u. For the largest force on an atom, the calculation gives 1.8 eV/A. As for the LUMO energy: 1.12 eV. Its total charge is 0. The highest occupied orbital energy is -11.0 eV. The gap between HOMO and LUMO comes out at 12.11 eV.

---

Energy relative to the best compared isomer or geometry (same formula, charge and spin) list, top to bottom, in kJ/mol: 152.8 60.5